Record 1
DFT (ωB97M-V with the def2-TZVPD basis set) results for the molecule C4H5NO.

Properties
Maximum force (eV/A): 1.1
Kohn-Sham gap (eV): 11.32
Lowest unoccupied orbital energy (Eh): 0.029
Energy above the lowest of the compared OMol25 structures with the same formula, charge and spin (eV): 1.389
Charge: 0
SMILES: N#C[C@@H]1C[C@@H]1O

Element x y z (Å)
N (2.50888, 0.93092, 0.40026)
C (1.60627, 0.21158, 0.48346)
C (0.32205, -0.42007, 0.64428)
C (-0.37934, -1.04450, -0.53077)
C (-0.84067, 0.28693, -0.05682)
O (-0.62340, 1.36042, -0.90620)
H (0.13611, -0.77800, 1.65237)
H (-0.96102, -1.93397, -0.32692)
H (0.17793, -1.02458, -1.46165)
H (-1.75877, 0.33515, 0.52750)
H (-0.18801, 2.07612, -0.42552)

---

Record 2
DFT (ωB97M-V with the def2-TZVPD basis set) results for a 2-piece molecular cluster, C4H5NO overall.

Properties
Maximum force (eV/A): 0.5
Kohn-Sham gap (eV): 9.52
Lowest unoccupied orbital energy (Eh): -0.001
Energy above the lowest of the compared OMol25 structures with the same formula, charge and spin (eV): 5.465
Charge: 0
SMILES: O=C1C#CCN1.[H][H]

Element x y z (Å)
O (2.22093, -0.57869, 0.19765)
C (1.03825, -0.35391, 0.08517)
C (0.24520, 0.89485, 0.11886)
C (-1.01629, 1.04235, 0.01037)
C (-1.30201, -0.45516, -0.17932)
N (-0.02013, -1.19576, -0.11520)
H (-1.98224, -0.79696, 0.60733)
H (-1.78492, -0.60698, -1.15011)
H (0.08934, -2.19573, -0.19683)
H (1.28821, 2.08296, 0.73043)
H (1.30415, 2.17806, -0.03300)